(1)
# C18H24O4

A single C18H24O4 molecule (ωB97M-V with the def2-TZVPD basis set, the Open Molecules 2025 dataset).

HOMO ... -0.314 Ha
Relative energy (zero: lowest compared OMol25 entry of this formula, charge and spin) ... 0.0 kJ/mol
Spin multiplicity ... 1
HOMO-LUMO gap ... 9.19 eV
SMILES string ... COc1ccc(C)cc1C(=O)[C@H]1C[C@H](C(=O)O)C(C)(C)[C@@H]1C

Atoms and positions in Å:
C: 2.338 3.611 -1.096
O: 1.810 2.312 -0.986
C: 2.581 1.339 -0.427
C: 3.823 1.544 0.160
C: 4.503 0.487 0.741
C: 3.968 -0.791 0.766
C: 4.712 -1.938 1.380
C: 2.722 -0.990 0.185
C: 2.031 0.049 -0.416
C: 0.721 -0.207 -1.088
O: 0.566 -0.097 -2.278
C: -0.396 -0.575 -0.128
C: -0.961 0.744 0.451
C: -2.374 0.855 -0.121
C: -3.339 1.675 0.691
O: -4.423 2.031 0.306
O: -2.897 1.982 1.919
C: -2.852 -0.613 -0.293
C: -4.005 -0.703 -1.288
C: -3.294 -1.194 1.051
C: -1.567 -1.278 -0.832
C: -1.498 -2.793 -0.695
H: 2.521 4.055 -0.111
H: 1.579 4.192 -1.617
H: 3.264 3.621 -1.679
H: 4.274 2.524 0.168
H: 5.471 0.670 1.185
H: 5.497 -1.581 2.043
H: 5.174 -2.544 0.601
H: 4.038 -2.578 1.945
H: 2.292 -1.982 0.175
H: 0.018 -1.191 0.673
H: -0.991 0.702 1.539
H: -0.353 1.602 0.165
H: -2.338 1.302 -1.120
H: -3.570 2.499 2.390
H: -4.836 -0.088 -0.953
H: -4.349 -1.730 -1.380
H: -3.695 -0.353 -2.270
H: -3.589 -2.234 0.935
H: -4.156 -0.646 1.427
H: -2.500 -1.137 1.790
H: -1.495 -1.032 -1.898
H: -1.455 -3.098 0.348
H: -2.364 -3.259 -1.160
H: -0.606 -3.163 -1.197

(2)
# C2H8

2 unconnected molecules or ions with the total composition C2H8 (ωB97M-V with the def2-TZVPD basis set, the Open Molecules 2025 dataset).

HOMO ... -0.491 Ha
Relative energy (zero: lowest compared OMol25 entry of this formula, charge and spin) ... 1.5 kJ/mol
Spin multiplicity ... 1
HOMO-LUMO gap ... 14.47 eV
SMILES string ... C.C

Atoms and positions in Å:
C: 3.672 1.381 1.836
H: 3.755 0.403 2.332
H: 3.532 2.166 2.593
H: 2.810 1.373 1.152
H: 4.590 1.581 1.265
C: -3.093 -0.790 3.940
H: -3.310 -1.672 3.318
H: -3.706 0.058 3.600
H: -2.028 -0.531 3.851
H: -3.329 -1.016 4.990

(3)
# C3H4N2O

A molecular structure, C3H4N2O at a distorted geometry (ωB97M-V with the def2-TZVPD basis set, the Open Molecules 2025 dataset).

HOMO ... -0.286 Ha
Relative energy (zero: lowest compared OMol25 entry of this formula, charge and spin) ... 310.4 kJ/mol
Spin multiplicity ... 1
HOMO-LUMO gap ... 8.51 eV

Atoms and positions in Å:
N: 0.020 1.165 0.152
C: 0.683 0.008 0.081
C: -1.515 0.457 -0.008
C: -0.190 -1.057 -0.013
O: 2.043 -0.022 0.073
N: -1.523 -0.700 -0.473
H: 2.339 -0.919 -0.116
H: 0.461 2.007 -0.203
H: -2.291 1.149 0.265
H: -0.026 -2.088 0.242

(4)
# C22H19N4O4ReS4Sb

A molecular structure, C22H19N4O4ReS4Sb at a distorted geometry (ωB97M-V with the def2-TZVPD basis set, the Open Molecules 2025 dataset).

HOMO ... -0.578 Ha
Charge ... +3
Relative energy (zero: lowest compared OMol25 entry of this formula, charge and spin) ... 309.5 kJ/mol
Spin multiplicity ... 1
HOMO-LUMO gap ... 2.66 eV

Atoms and positions in Å:
Re: -1.014 -0.304 0.120
S: -3.339 2.493 -3.036
Sb: -1.670 3.345 -1.961
S: -0.274 1.007 -1.412
S: -2.103 0.943 1.561
S: -0.506 4.829 -0.920
O: -0.988 -5.896 4.179
C: -1.236 -6.604 2.952
N: -1.613 -5.537 2.021
C: -1.483 -5.693 0.697
O: -1.150 -6.715 0.134
C: -1.727 -4.475 -0.175
C: -1.934 -4.676 -1.538
C: -2.057 -3.587 -2.407
C: -1.914 -2.323 -1.919
N: -1.671 -2.124 -0.576
C: -1.613 -3.204 0.277
H: -0.780 -6.543 4.852
H: -2.027 -7.323 3.053
H: -0.369 -7.104 2.565
H: -2.054 -4.735 2.429
H: -1.993 -5.701 -1.902
H: -2.244 -3.725 -3.462
H: -1.978 -1.458 -2.554
H: -1.439 -2.995 1.321
O: 1.466 -2.434 1.113
C: 1.060 -1.747 1.996
N: 1.376 -1.667 3.317
C: 0.541 -0.747 4.099
C: -0.229 -0.103 2.952
O: -1.121 0.798 3.035
N: 0.005 -0.726 1.803
C: -0.478 -1.493 5.016
C: -1.473 -0.760 5.709
C: -2.331 -1.416 6.567
C: -2.210 -2.793 6.755
C: -1.233 -3.523 6.065
C: -0.362 -2.885 5.204
C: 1.295 0.143 5.049
C: 2.270 -0.467 5.887
C: 2.977 0.299 6.769
C: 2.702 1.674 6.868
C: 1.717 2.280 6.051
C: 1.011 1.523 5.160
H: 2.223 -2.082 3.668
H: -1.559 0.317 5.591
H: -3.087 -0.857 7.106
H: -2.873 -3.304 7.448
H: -1.156 -4.596 6.204
H: 0.384 -3.469 4.676
H: 2.442 -1.542 5.860
H: 3.732 -0.155 7.400
H: 3.238 2.277 7.592
H: 1.528 3.343 6.130
H: 0.254 1.993 4.534

(5)
# C18H19ClN2O5S

A single C18H19ClN2O5S molecule (ωB97M-V with the def2-TZVPD basis set, the Open Molecules 2025 dataset).

HOMO ... -0.332 Ha
Relative energy (zero: lowest compared OMol25 entry of this formula, charge and spin) ... 80.3 kJ/mol
Spin multiplicity ... 1
HOMO-LUMO gap ... 8.95 eV
SMILES string ... COCCNC(=O)c1ccc(S(=O)(=O)c2ccc(Cl)cc2)c(NC(C)=O)c1

Atoms and positions in Å:
C: -6.350 -0.508 -0.313
O: -5.317 0.364 0.061
C: -5.512 1.685 -0.379
C: -4.385 2.553 0.178
N: -3.092 2.057 -0.227
C: -2.202 1.580 0.680
O: -2.322 1.722 1.876
C: -1.014 0.908 0.058
C: -0.327 1.503 -1.000
C: 0.798 0.881 -1.503
C: 1.215 -0.333 -0.990
S: 2.761 -0.948 -1.662
O: 2.871 -0.571 -3.043
O: 2.917 -2.353 -1.343
C: 3.996 -0.032 -0.725
C: 3.978 -0.091 0.657
C: 4.924 0.611 1.381
C: 5.877 1.363 0.705
Cl: 7.056 2.238 1.605
C: 5.892 1.423 -0.682
C: 4.940 0.719 -1.397
C: 0.524 -0.959 0.054
N: 0.966 -2.186 0.513
C: 0.406 -3.001 1.468
C: 1.170 -4.299 1.598
O: -0.562 -2.721 2.131
C: -0.590 -0.301 0.584
H: -6.445 -0.571 -1.405
H: -7.313 -0.187 0.105
H: -6.088 -1.485 0.087
H: -5.512 1.720 -1.483
H: -6.481 2.074 -0.028
H: -4.396 2.521 1.270
H: -4.519 3.585 -0.163
H: -2.992 1.777 -1.191
H: -0.649 2.453 -1.397
H: 1.369 1.311 -2.312
H: 3.231 -0.682 1.163
H: 4.927 0.579 2.459
H: 6.639 2.013 -1.189
H: 4.916 0.738 -2.476
H: 1.752 -2.564 -0.020
H: 2.195 -4.099 1.902
H: 1.191 -4.816 0.642
H: 0.689 -4.927 2.342
H: -1.129 -0.742 1.407

(6)
# C7H19N5

A gas-phase ion, C7H19N5 (charge +2) at a distorted geometry (ωB97M-V with the def2-TZVPD basis set, the Open Molecules 2025 dataset).

HOMO ... -0.601 Ha
Charge ... +2
Relative energy (zero: lowest compared OMol25 entry of this formula, charge and spin) ... 261.1 kJ/mol
Spin multiplicity ... 1
HOMO-LUMO gap ... 9.66 eV
SMILES string ... C=C(N/C(N)=[NH+]\[C@@H](C)N)[NH+](C)C

Atoms and positions in Å:
C: 2.159 -1.318 -0.092
C: 1.501 -0.198 -0.082
N: -0.129 -0.039 -0.064
C: -0.883 -0.573 -0.990
N: -0.366 -1.138 -2.046
N: -2.176 -0.655 -0.827
C: -2.939 -0.655 0.485
C: -4.508 -0.660 0.218
N: -2.388 -1.908 1.041
N: 2.177 1.067 0.037
C: 3.363 1.122 1.044
C: 2.544 1.695 -1.315
H: 3.203 -1.249 -0.158
H: 1.949 -2.355 0.079
H: -0.411 0.034 0.909
H: 0.665 -1.360 -2.318
H: -0.908 -1.357 -2.887
H: -2.797 -0.743 -1.617
H: -2.717 0.329 1.109
H: -4.882 -0.794 1.171
H: -4.814 0.232 -0.244
H: -4.932 -1.436 -0.427
H: -3.309 -2.446 1.021
H: -2.042 -1.910 1.985
H: 1.603 1.770 0.437
H: 4.101 0.350 0.807
H: 3.835 2.121 0.743
H: 2.971 1.136 2.056
H: 2.520 2.784 -1.025
H: 3.529 1.479 -1.584
H: 1.834 1.413 -2.097

Number 1 is which compound? C18H24O4